Entry 1:
Density functional theory data (ωB97M-V/def2-TZVPD) for 2 unconnected molecules or ions with the total composition C4H12NPS at a distorted geometry.

Computed properties:
**ΔE to the lowest compared entry with this formula, charge and spin**: 3.8602 eV
**HOMO energy (alpha / beta)**: -7.1 / -8.4 eV
**HOMO-LUMO gap (alpha / beta)**: 7.148 / 8.194 eV
**Max |F|**: 4.02 eV Å⁻¹

Structure (XYZ):
```
19
C4H12NPS, DFT ωB97M-V/def2-TZVPD
C 0.6815 1.9844 1.2663
C 0.1731 -1.8837 0.8836
C 0.5116 -1.9171 -1.4773
C -0.7549 2.3217 1.5343
N 0.5288 -1.1640 -0.2714
P -1.3210 0.6090 -0.8275
S -1.8972 0.9192 1.0748
H 1.3849 2.4724 2.0633
H 0.7993 0.8905 1.2860
H 0.9886 2.3813 0.2078
H -0.6304 -1.2422 1.2561
H -0.1700 -2.9986 0.8461
H 1.0664 -1.8526 1.4714
H 0.0011 -2.8554 -1.2604
H 0.1502 -1.4377 -2.3237
H 1.5877 -2.3212 -1.6934
H -1.0654 3.2101 0.9453
H -0.8158 2.4061 2.6144
H -2.0917 -0.6035 -1.0874
```


Entry 2:
Density functional theory data (ωB97M-V/def2-TZVPD) for C3H6P2 in the gas phase at a distorted geometry.

Computed properties:
**SMILES**: [H]/P=C/P=C/C
**ΔE to the lowest compared entry with this formula, charge and spin**: 1.7537 eV
**HOMO energy**: -8.5 eV
**HOMO-LUMO gap**: 7.481 eV
**Max |F|**: 4.62 eV Å⁻¹

Structure (XYZ):
```
11
C3H6P2, DFT ωB97M-V/def2-TZVPD
C -0.6343 -0.0900 0.5194
C 1.4150 0.1328 -1.5087
C -1.1299 0.2377 1.8879
P 0.5045 -0.7401 -2.6209
P 0.8086 0.6661 0.0498
H -1.2100 -0.8575 -0.1259
H 2.3907 0.3737 -1.5176
H -1.0168 -0.6098 2.7080
H -0.5343 1.0533 2.2252
H -2.1466 0.4369 2.0049
H 1.5531 -0.6031 -3.6220
```


Entry 3:
Density functional theory data (ωB97M-V/def2-TZVPD) for 2 unconnected molecules or ions with the total composition Cl2HO2P at a distorted geometry.

Computed properties:
**ΔE to the lowest compared entry with this formula, charge and spin**: 5.0827 eV
**HOMO energy (alpha / beta)**: -9.0 / -9.0 eV
**HOMO-LUMO gap (alpha / beta)**: 7.274 / 7.269 eV
**Max |F|**: 3.98 eV Å⁻¹

Structure (XYZ):
```
6
Cl2HO2P, DFT ωB97M-V/def2-TZVPD
O 1.9016 -1.7330 -0.0509
O 1.0799 1.4644 -0.2139
P 0.7955 0.3448 0.8409
Cl 3.5524 -1.5555 -0.1885
Cl 2.5276 2.4525 0.0232
H -0.2367 0.2962 -0.1069
```


Entry 4:
Density functional theory data (ωB97M-V/def2-TZVPD) for a molecular structure, C8H22CdF2N2O2 at a distorted geometry.

Computed properties:
**ΔE to the lowest compared entry with this formula, charge and spin**: 0.9653 eV
**HOMO energy**: -8.8 eV
**HOMO-LUMO gap**: 9.274 eV
**Max |F|**: 3.51 eV Å⁻¹

Structure (XYZ):
```
37
C8H22CdF2N2O2, DFT ωB97M-V/def2-TZVPD
Cd 0.9894 -0.9249 0.2106
F 2.1097 -1.9690 -1.3984
F 1.6958 -1.8473 1.9022
C -3.1239 -2.7303 -0.0003
C -1.9619 -1.7292 0.0024
C -2.1491 -0.6567 1.0686
O -0.9498 0.0957 1.1533
C -0.9710 1.2690 1.9539
N -0.6445 -2.3866 0.1586
H -3.1573 -3.3790 0.8770
H -3.0330 -3.4160 -0.8477
H -4.0732 -2.2096 -0.1437
H -1.9562 -1.3123 -1.0066
H -2.2927 -1.1757 2.0292
H -3.0206 -0.0184 0.9007
H -0.9560 1.0086 3.0139
H -1.7982 1.9610 1.7601
H -0.0744 1.8003 1.6274
H -0.5301 -2.7362 1.1185
H -0.7243 -3.2686 -0.3464
C -0.1316 2.5605 -1.3136
C 0.9103 1.4670 -1.6793
C 2.2063 1.6327 -0.8134
O 2.2384 0.7534 0.3050
C 3.5264 0.8232 0.9060
N 0.3488 0.1187 -1.5516
H -0.5348 2.8885 -2.2839
H 0.2170 3.4984 -0.8930
H -1.0027 2.1146 -0.8350
H 1.2137 1.6477 -2.7119
H 2.3329 2.6964 -0.6071
H 3.0486 1.3875 -1.4711
H 3.9186 1.8425 0.8997
H 4.2184 0.1521 0.3961
H 3.5137 0.5269 1.9535
H -0.3898 0.0431 -2.2616
H 0.9868 -0.5281 -2.0721
```


Entry 5:
Density functional theory data (ωB97M-V/def2-TZVPD) for CH2NO3P in the gas phase at a distorted geometry.

Computed properties:
**SMILES**: N#COP(O)O
**ΔE to the lowest compared entry with this formula, charge and spin**: 0.7896 eV
**HOMO energy**: -10.2 eV
**HOMO-LUMO gap**: 9.831 eV
**Max |F|**: 3.00 eV Å⁻¹

Structure (XYZ):
```
8
CH2NO3P, DFT ωB97M-V/def2-TZVPD
C 1.9859 1.3175 -1.5939
N 2.6050 1.9381 -0.8631
O 0.1465 -0.9871 -0.7195
O -0.0141 1.3157 -0.0255
O 1.1370 0.6951 -2.2725
P -0.5924 0.3695 -1.0851
H -0.1231 -1.8686 -1.0866
H 0.9611 1.1261 0.0334
```


Entry 6:
Density functional theory data (ωB97M-V/def2-TZVPD) for 9 unconnected molecules or ions with the total composition C29H39F5O27 at a distorted geometry.

Computed properties:
**Spin multiplicity**: 2
**Total charge**: +1
**HOMO energy (alpha / beta)**: -12.5 / -12.5 eV
**HOMO-LUMO gap (alpha / beta)**: 9.280 / 2.261 eV
**Max |F|**: 6.68 eV Å⁻¹

Structure (XYZ):
```
100
C29H39F5O27, DFT ωB97M-V/def2-TZVPD
C 0.2083 -1.0267 5.5912
C 1.0942 0.0860 6.1566
O 1.8989 0.3920 5.0415
C 1.8428 -0.5782 4.1564
O 2.5264 -0.6451 3.1387
O 1.0017 -1.6083 4.5773
F 1.8260 -0.3335 7.2209
H -0.6838 -0.4878 5.2721
H 0.0423 -1.8073 6.3337
H 0.5112 0.9755 6.3952
C 0.9170 3.2353 1.9236
C 0.1899 4.4536 2.5099
O -0.3856 3.9050 3.6778
C -0.5388 2.5916 3.4369
O -1.0580 1.7481 4.2045
O -0.0611 2.2916 2.2730
F -0.8317 4.9282 1.6581
H 1.9063 3.1618 2.3754
H 0.9629 3.2448 0.8347
H 0.9041 5.2560 2.6949
C -0.9183 -1.5193 -4.6817
C 0.2024 -2.2290 -5.4460
O -0.4175 -3.3658 -6.0533
C -1.7148 -3.0688 -6.1069
O -2.6076 -3.6319 -6.7009
O -2.0184 -1.9799 -5.3849
F 1.0030 -2.7435 -4.5330
H -0.8052 -0.4355 -4.6564
H -1.0768 -1.8333 -3.6499
H 0.7151 -1.5750 -6.1513
C 0.6545 -1.5750 -0.6806
C 1.5954 -0.7738 0.2225
O 1.0358 0.5149 0.2389
C 0.3747 0.6060 -0.8985
O -0.0091 1.6968 -1.3675
O 0.2474 -0.5571 -1.5141
F 2.7935 -0.7214 -0.3846
H -0.0419 -1.9133 0.0867
H 1.1644 -2.2910 -1.3251
H 1.7054 -1.2245 1.2089
C 3.2157 -6.0850 0.6223
C 3.7643 -4.6472 0.7169
O 2.9341 -4.0195 -0.2376
C 2.1292 -4.9060 -0.8572
O 1.2657 -4.5780 -1.6569
O 2.4578 -6.1246 -0.5354
F 5.0795 -4.7528 0.3577
H 2.7884 -6.4112 1.5706
H 4.0747 -6.7395 0.4747
H 3.6807 -4.0931 1.6518
C 3.7820 2.9488 0.0930
O 2.9044 4.1204 -0.0126
C 2.7915 4.6944 -1.2770
O 3.4022 4.4315 -2.3030
O 1.7996 5.5434 -1.3099
C 1.5155 6.4825 -0.2392
H 4.7284 3.3541 0.4509
H 4.0913 2.5958 -0.8908
H 3.3494 2.1005 0.6234
H 2.3121 6.4055 0.5007
H 0.5528 6.3226 0.2464
H 1.5516 7.4910 -0.6512
C -5.7329 -2.3861 -0.5065
O -5.2380 -1.9089 -1.7773
C -4.0987 -1.1707 -1.8330
O -3.4374 -0.8754 -0.8546
O -3.9210 -0.7137 -3.1869
C -3.0819 0.5014 -3.1929
H -5.3098 -1.7756 0.2913
H -5.6060 -3.4555 -0.3385
H -6.8097 -2.2366 -0.5860
H -2.0756 0.2948 -2.8285
H -3.3910 1.3692 -2.6101
H -3.0429 0.6943 -4.2650
C 0.0490 -4.1086 1.9417
C -0.1696 -5.2729 2.9498
C -0.5087 -4.8208 4.3863
O -1.7353 -5.5241 4.5536
C -2.1391 -6.2377 3.5125
O -3.0953 -6.9702 3.5563
O -1.2806 -6.0296 2.4879
H 0.4318 -4.4263 0.9719
H 0.7803 -3.5842 2.5569
H -0.8219 -3.4584 1.8585
H 0.5302 -6.1026 3.0495
H -0.5997 -3.7486 4.5602
H 0.3423 -5.0691 5.0206
C -0.6734 5.8990 -4.3550
C -1.8698 5.5947 -3.4482
C -1.3226 4.5665 -2.4005
O -1.5367 5.0473 -1.2172
C -2.2006 6.2383 -1.3478
O -2.7606 6.8021 -0.3835
O -2.2108 6.6859 -2.6390
H 0.1478 6.2360 -3.7225
H -0.7679 6.6352 -5.1533
H -0.3590 5.0058 -4.8948
H -2.6837 5.1060 -3.9838
H -0.2902 4.2751 -2.5937
H -1.8365 3.6285 -2.6103
```